This record from the Open Molecules 2025 dataset describes a cluster of 12 separate species, C64H154B2N10O28 in total in a non-equilibrium geometry. The level of theory is ωB97M-V/def2-TZVPD.

Last column: Mulliken charge in e.
Cartesian coordinates (Å):
B  1.01816  8.83208  22.94076  1.458
H  1.49400  9.67263  23.42168  -0.807
H  1.62115  7.95196  23.10212  -0.513
H  0.06184  8.66503  23.41172  -0.473
H  0.87184  8.97521  21.88135  -0.285
O  1.00964  6.13278  24.72966  -0.672
C  1.41832  6.33711  25.87962  0.291
O  0.88447  5.95169  27.02271  -1.543
B  1.61536  6.50974  28.15659  0.609
O  2.83128  7.08515  27.51743  0.202
C  2.78015  6.98043  26.23569  0.450
O  3.63473  7.37083  25.42652  -0.755
O  0.86506  7.56070  28.92852  0.310
C  1.03008  7.28986  30.19880  0.797
O  0.69712  8.06072  31.07199  -0.739
C  1.64991  5.90867  30.33058  0.135
O  2.07823  5.49863  29.10262  -0.101
O  1.86330  5.30957  31.38284  -0.194
C  4.48089  7.57418  31.96766  0.424
O  5.75303  7.32420  31.28331  -0.558
C  5.71947  6.43265  30.21224  0.515
C  7.10090  6.62316  29.53745  -0.613
N  7.36025  5.72027  28.42743  -0.548
C  6.36076  5.88900  27.38705  1.733
C  6.70434  5.01626  26.13550  -0.888
O  7.79059  5.63719  25.48256  -0.285
C  8.19440  5.01067  24.29503  -0.985
H  4.12691  6.61356  32.34187  0.021
H  3.71659  8.00033  31.31779  -0.255
H  4.70135  8.18723  32.84155  0.203
H  4.80364  6.57362  29.63824  -0.477
H  5.63666  5.40914  30.57785  0.445
H  7.83827  6.34532  30.29058  0.286
H  7.18060  7.62387  29.11282  0.131
H  8.28090  5.99966  28.12010  0.338
H  6.32129  6.93357  27.07817  -0.301
H  5.37313  5.63599  27.77265  -0.831
H  5.84337  5.14350  25.47926  0.301
H  6.76631  3.94809  26.34352  0.470
H  8.76201  4.08157  24.34691  0.309
H  8.84131  5.71844  23.77672  0.296
H  7.33709  4.83569  23.64503  0.381
C  4.23669  9.67953  28.55088  0.303
O  4.86245  10.90727  28.96485  -0.039
C  6.28992  10.86139  28.78337  -0.004
C  6.94271  12.07604  29.48127  -1.039
N  6.45094  13.31918  28.79936  -0.258
C  6.67973  14.58911  29.47453  -0.199
C  6.02385  15.86800  28.85927  -0.750
O  4.61170  15.91333  29.11657  -0.392
C  3.78234  15.15673  28.21086  -0.482
H  4.53837  9.39869  27.54180  0.024
H  3.15937  9.82698  28.62654  -0.199
H  4.54189  8.90565  29.25520  0.036
H  6.58990  10.87977  27.73562  -0.065
H  6.79704  9.95588  29.11648  0.007
H  8.02969  12.11873  29.41231  0.479
H  6.51354  12.04247  30.48267  0.346
H  5.47584  13.23850  28.54883  0.119
H  7.74859  14.77843  29.37560  0.301
H  6.36670  14.39807  30.50099  0.125
H  6.31123  15.89949  27.80831  0.342
H  6.49935  16.75804  29.27136  0.427
H  3.99088  14.10222  28.39145  -0.014
H  3.81844  15.32657  27.13477  0.467
H  2.75514  15.28038  28.55388  0.226
C  0.31799  2.82391  33.08459  -0.272
O  0.40158  1.74872  32.18500  -0.575
C  1.34120  1.86871  31.10362  -0.171
C  2.78833  1.89366  31.55331  1.691
N  3.14807  0.64525  32.15834  -0.256
C  4.47979  0.22811  31.85342  -0.662
C  5.66875  1.17485  32.16984  -0.136
O  6.86000  0.46396  32.67110  -0.429
C  7.91080  1.32674  33.00585  -0.742
H  -0.09427  3.70871  32.59955  -0.136
H  1.24253  3.24900  33.47524  0.147
H  -0.31643  2.70948  33.96352  0.452
H  1.10257  2.83320  30.65539  -0.488
H  1.12154  1.12335  30.33923  0.564
H  2.96051  2.72537  32.23647  -0.474
H  3.41616  2.10470  30.68764  -0.818
H  2.40929  -0.01188  31.95224  0.309
H  4.43707  -0.08890  30.81141  0.302
H  4.60382  -0.69182  32.42478  0.467
H  5.37246  1.75502  33.04374  0.294
H  6.00574  1.80896  31.34981  0.195
H  8.78896  0.79532  33.37261  0.271
H  7.61494  2.01181  33.80037  0.304
H  8.26416  1.95044  32.18473  0.293
C  4.37862  12.73468  21.05561  -0.849
O  4.84362  11.85590  22.02572  -0.297
C  3.92727  10.77082  22.34142  -0.965
C  4.54045  9.71185  23.32348  0.622
N  5.79726  9.19893  22.78874  -0.306
C  6.63458  8.36693  23.64242  -0.860
C  7.02264  9.14891  24.91287  0.864
O  8.25105  9.84494  24.58629  -0.442
C  8.94439  10.09035  25.78540  -0.358
H  4.47242  12.34377  20.04245  0.313
H  5.06659  13.57565  21.14265  0.253
H  3.38033  13.16676  21.12508  0.306
H  3.61822  10.21829  21.45412  0.381
H  3.07193  11.26765  22.79930  0.382
H  3.83813  8.90401  23.52902  0.120
H  4.59964  10.24357  24.27315  -0.258
H  6.40437  9.94866  22.48968  0.318
H  7.47327  7.95022  23.08471  0.253
H  6.05321  7.49518  23.94266  0.096
H  7.25451  8.44127  25.70885  -0.001
H  6.32546  9.87836  25.32514  -0.048
H  8.34682  10.52663  26.58582  0.007
H  9.71774  10.84390  25.63645  0.344
H  9.37948  9.19356  26.22652  0.253
C  -4.30600  16.16549  25.82013  -0.810
O  -3.20594  15.34961  26.14019  -0.276
C  -1.97786  16.01058  26.27392  -0.646
C  -0.99789  15.22689  27.20560  -0.479
N  -0.62196  13.94366  26.67549  -0.384
C  0.17386  13.10284  27.60170  -0.188
C  0.19978  11.69953  27.10995  -0.522
O  -1.02196  10.97801  27.14501  -0.356
C  -0.98051  9.77072  26.35396  -0.444
H  -4.61490  16.77019  26.67279  0.310
H  -5.13320  15.52932  25.50527  0.236
H  -4.08681  16.89970  25.04489  0.322
H  -2.19357  16.99072  26.69922  0.457
H  -1.61910  16.14435  25.25339  0.332
H  -1.46046  15.15590  28.19003  0.350
H  -0.08000  15.80496  27.31241  0.224
H  -1.40541  13.40511  26.33450  0.309
H  -0.35258  13.03789  28.55393  0.391
H  1.22842  13.32306  27.76759  -0.066
H  0.89509  11.15544  27.74919  -0.033
H  0.67813  11.64281  26.13217  0.561
H  -0.54417  10.11061  25.41471  0.549
H  -1.96594  9.30845  26.29620  0.135
H  -0.25721  9.08993  26.80278  -0.120
C  4.96219  1.83994  28.12907  0.179
O  3.82144  1.87714  27.22197  -0.596
C  2.80900  2.78787  27.60408  1.186
C  1.70945  2.62180  26.47776  -1.006
N  1.11519  1.26231  26.42877  -0.154
C  0.35457  1.08503  25.22403  -0.646
C  -0.08250  -0.31067  24.95415  -0.699
O  1.09378  -1.03624  24.73417  -0.272
C  0.84102  -2.35873  24.42753  -0.790
H  5.60537  2.71992  28.12064  -0.105
H  5.47972  0.92341  27.84581  0.453
H  4.68848  1.53822  29.14007  -0.403
H  3.17679  3.81395  27.60434  -0.086
H  2.42103  2.46888  28.57146  -0.562
H  2.26017  2.84919  25.56502  0.598
H  0.88270  3.28788  26.72458  0.117
H  1.82497  0.54641  26.49055  0.324
H  0.85638  1.46354  24.33353  0.300
H  -0.54305  1.69782  25.30686  0.315
H  -0.68123  -0.38353  24.04623  0.465
H  -0.63654  -0.79393  25.75889  0.382
H  1.71665  -2.93335  24.12555  0.246
H  0.13718  -2.48290  23.60456  0.293
H  0.44981  -2.85909  25.31335  0.321
C  4.89636  16.39718  35.23474  -0.762
O  4.85011  15.35205  34.28147  -0.302
C  4.17988  15.71361  33.05692  -0.876
C  4.05550  14.54551  32.09346  0.358
N  3.14600  13.58132  32.62537  -0.361
C  3.08032  12.37312  31.72969  -0.124
C  2.40615  11.23061  32.48816  -0.371
O  3.14577  10.74446  33.55840  -0.367
C  2.54459  9.55887  34.13464  -0.633
H  5.56876  17.15420  34.83111  0.305
H  5.34405  15.96261  36.12850  0.240
H  3.94957  16.86252  35.50885  0.298
H  4.57878  16.58922  32.54478  0.510
H  3.18197  16.07270  33.30854  0.363
H  5.05027  14.10023  32.10947  0.025
H  3.78553  14.77531  31.06272  -0.096
H  3.51038  13.30991  33.52741  0.409
H  4.04292  11.97946  31.40328  -0.039
H  2.43460  12.53457  30.86652  0.160
H  2.11391  10.46013  31.77468  0.164
H  1.44211  11.61983  32.81563  0.283
H  2.19038  8.86036  33.37654  0.125
H  1.65026  9.87896  34.66928  0.471
H  3.24174  9.12355  34.85058  0.245
C  2.51920  5.64745  34.62573  -0.299
O  2.06562  4.95858  35.73659  -0.209
C  2.25864  5.59036  36.97905  -0.506
C  2.14798  4.41310  37.96991  -0.612
N  2.04290  4.91710  39.39925  -0.274
C  1.71245  3.84011  40.33418  -0.561
C  1.36240  4.45783  41.74633  -0.620
O  0.01204  4.72647  41.82573  -0.369
C  -0.38312  5.98121  41.37052  -0.545
H  3.55439  5.91853  34.83308  0.541
H  1.88319  6.46309  34.28173  0.128
H  2.54609  4.97551  33.76789  -0.332
H  1.47302  6.32118  37.17088  0.306
H  3.26169  5.99154  37.12411  0.341
H  3.08214  3.85770  37.88623  0.166
H  1.30082  3.74143  37.83107  0.332
H  1.53654  5.78846  39.46575  0.273
H  2.56481  3.17494  40.47242  0.359
H  0.94283  3.16518  39.95968  0.381
H  1.99068  5.29059  42.06235  0.374
H  1.49528  3.67899  42.49723  0.345
H  -0.10716  6.11927  40.32511  0.161
H  0.11632  6.64261  42.07849  0.294
H  -1.46114  5.98389  41.53170  0.228
C  -2.25328  2.40069  27.63375  -0.257
O  -3.16484  3.17952  28.41315  -0.517
C  -2.49452  3.73483  29.58713  -0.642
C  -2.06009  5.22347  29.32412  1.633
N  -3.23383  6.01863  28.96157  -0.192
C  -2.93274  7.39527  28.61680  0.428
C  -4.12824  8.25449  28.11213  -1.087
O  -4.46349  7.99965  26.73669  -0.279
C  -5.53646  7.05410  26.66002  -0.752
H  -2.72460  2.06856  26.70873  0.352
H  -2.02462  1.52957  28.24772  0.337
H  -1.32032  2.91317  27.39916  -0.180
H  -1.79981  3.00805  30.00815  0.231
H  -3.26897  3.83300  30.34784  0.078
H  -1.34291  5.18424  28.50424  -0.765
H  -1.57344  5.65517  30.19871  -0.242
H  -3.79360  5.58347  28.24227  0.329
H  -2.01583  7.53894  28.04520  -0.083
H  -2.58450  7.89546  29.52049  -0.144
H  -3.74027  9.27269  28.14122  0.493
H  -4.98998  8.23377  28.77927  0.413
H  -6.48272  7.53503  26.90777  0.312
H  -5.43224  6.14120  27.24640  0.285
H  -5.72003  6.70582  25.64360  0.254
C  -2.01290  7.11184  32.89696  -0.406
O  -3.00121  6.08183  33.01178  -0.167
C  -3.08344  5.30944  34.18162  -0.470
C  -4.14868  4.14920  34.09252  -0.446
N  -5.48426  4.72962  34.18099  -0.466
C  -6.41980  3.80217  33.64088  -0.522
C  -7.81584  4.36025  33.87254  -0.551
O  -8.62559  3.38894  33.25332  -0.297
C  -10.04188  3.68592  33.45949  -0.759
H  -0.98955  6.81443  33.12586  0.134
H  -2.24266  7.98355  33.50968  0.454
H  -2.00010  7.48988  31.87470  -0.130
H  -3.38573  5.93739  35.01971  0.336
H  -2.05705  4.99524  34.37103  0.239
H  -3.96563  3.40552  34.86811  0.354
H  -4.02010  3.57687  33.17383  0.248
H  -5.40342  5.53952  33.58297  0.328
H  -6.31735  2.77268  33.98400  0.389
H  -6.20654  3.81345  32.57200  0.237
H  -7.98681  5.26094  33.28294  0.290
H  -7.96698  4.68358  34.90245  0.411
H  -10.31799  4.71069  33.21109  0.291
H  -10.23902  3.54098  34.52166  0.311
H  -10.72900  3.03168  32.92290  0.255

Forces on atoms 1 to 3 (eV/Å):
B 0.061 -0.076 -0.006
H 1.955 3.650 1.872
H 2.449 -3.347 0.528

Total charge = -2
ΔE to the lowest compared entry with this formula, charge and spin = 99.67 kcal/mol